The following is a quantum chemistry calculation of 10 unconnected molecules or ions with the total composition C8H34ClN16O13, from the OMol25 dataset.

Atoms and positions in Å:
Cl: -11.310 -7.213 -12.135
O: -11.093 -8.171 -11.028
O: -12.688 -6.820 -11.978
O: -10.472 -6.133 -11.795
O: -11.089 -7.739 -13.513
O: -8.751 -0.789 -13.722
H: -9.053 -1.434 -13.083
H: -8.452 -0.049 -13.193
C: -11.240 -12.304 -20.484
O: -11.389 -11.854 -21.632
N: -10.479 -13.282 -20.119
N: -11.747 -11.746 -19.418
H: -10.154 -13.395 -19.170
H: -10.251 -13.980 -20.812
H: -12.264 -10.893 -19.573
H: -11.313 -11.952 -18.529
C: -13.358 -3.157 -18.957
O: -12.407 -2.659 -18.388
N: -13.925 -4.331 -18.595
N: -13.890 -2.664 -20.007
H: -13.439 -4.871 -17.893
H: -14.639 -4.714 -19.198
H: -14.667 -3.018 -20.547
H: -13.508 -1.780 -20.310
C: -14.734 -9.877 -5.655
O: -14.046 -10.881 -5.781
N: -14.845 -9.129 -4.640
N: -15.595 -9.454 -6.557
H: -15.289 -8.223 -4.596
H: -14.239 -9.425 -3.888
H: -16.021 -8.553 -6.398
H: -15.607 -9.691 -7.538
C: -6.571 -10.008 -5.520
O: -7.598 -10.770 -5.385
N: -6.154 -9.560 -6.669
N: -5.730 -9.700 -4.544
H: -5.223 -9.171 -6.628
H: -6.844 -9.521 -7.406
H: -4.876 -9.162 -4.584
H: -5.842 -10.281 -3.726
C: -11.106 -15.203 -11.674
O: -10.944 -14.863 -10.577
N: -11.939 -14.678 -12.515
N: -10.810 -16.374 -12.190
H: -12.235 -15.157 -13.354
H: -12.365 -13.838 -12.151
H: -11.030 -16.541 -13.161
H: -10.428 -17.060 -11.554
C: -17.767 -0.876 -13.907
O: -18.750 -1.568 -13.699
N: -16.551 -1.189 -13.600
N: -17.768 0.290 -14.417
H: -15.801 -0.516 -13.538
H: -16.516 -2.050 -13.073
H: -18.605 0.774 -14.708
H: -16.940 0.635 -14.882
C: -6.243 -12.147 -15.270
O: -7.384 -12.587 -15.663
N: -5.180 -12.142 -16.014
N: -6.030 -11.493 -14.188
H: -5.161 -12.495 -16.961
H: -4.300 -12.061 -15.526
H: -5.180 -11.438 -13.646
H: -6.969 -11.461 -13.817
C: -9.605 -4.371 -5.112
O: -9.609 -4.432 -3.874
N: -8.996 -3.460 -5.765
N: -10.127 -5.253 -5.900
H: -8.370 -2.813 -5.307
H: -9.288 -3.288 -6.716
H: -10.546 -6.021 -5.396
H: -9.770 -5.271 -6.845

Forces on the atoms, in the same order (eV/Å):
Cl -1.5626 -2.4805 1.6300
O 0.3727 -0.6913 -1.8499
O -0.5950 0.4474 -1.0367
O 1.6881 2.1479 -0.9705
O 0.1230 0.6521 2.2667
O 0.0506 0.1077 -0.2032
H -0.1288 -0.3020 0.0984
H 0.0777 0.1811 0.0999
C -0.3949 2.8032 -2.9541
O -0.3279 -1.1285 0.6540
N 3.0500 -4.4628 -0.3372
N -2.1356 2.3816 2.3832
H -0.2215 -0.2427 -0.4035
H 0.3693 0.2620 0.2850
H 0.3038 -0.0333 0.4296
H -0.6026 0.4486 -0.0056
C 1.8052 -2.2372 3.0047
O 0.3947 0.3833 0.4702
N -0.3121 -0.8711 0.6970
N -1.9901 3.4608 -4.9354
H -0.3655 -0.0642 -0.2094
H 0.3368 -0.3478 0.5409
H 0.2733 -0.1100 0.4436
H -0.1412 -0.1927 -0.0030
C 0.6858 -3.5709 -3.7511
O 0.2061 0.1788 0.4809
N 1.3310 2.6371 6.7530
N -2.8168 1.4161 -3.8674
H 0.2564 -0.4650 -0.0662
H -0.1819 0.5314 0.2398
H 0.0038 -0.2698 -0.1639
H 0.5206 -0.4650 0.3768
C -3.9525 -3.8615 0.6172
O 2.9320 2.6188 0.0597
N 0.3554 1.0331 -2.3787
N 0.9308 -0.4340 3.5027
H -0.5559 0.3005 -1.1351
H 0.6652 0.1381 -0.2828
H -0.4382 -0.0972 -0.3903
H 0.0530 0.3065 0.0221
C -1.7488 -2.4445 -1.9120
O 1.8314 2.0312 5.1842
N -2.9471 4.4188 -2.3635
N 2.7593 -4.1198 -0.4908
H -0.1900 0.7482 0.4526
H -0.3051 0.0567 -0.8183
H 0.5020 -0.6130 0.6179
H 0.1258 -0.0829 -0.6651
C -2.4358 -2.4754 1.0986
O -0.4832 -0.3655 0.1431
N 3.8415 -3.0313 1.7881
N -1.1263 6.7668 -3.4851
H -0.2793 -0.3922 0.1438
H 0.6910 0.0974 -0.0773
H -0.0390 -0.5628 0.1380
H -0.1623 -0.0636 0.2407
C -4.4111 -2.3149 -4.0090
O 2.8993 1.2443 1.2558
N 3.7598 -1.0436 -3.0696
N -2.0102 1.5179 4.3894
H -0.1840 -0.2211 0.4503
H -0.0071 0.1789 -0.5804
H -0.4705 0.0393 -0.1904
H 0.3496 0.5708 1.6943
C 0.0114 -1.0787 5.0172
O -0.2310 -0.0741 -0.3243
N 2.8431 4.7730 -2.8239
N -2.0881 -2.7302 -1.4107
H -0.4806 -0.1031 -0.0785
H 0.4506 0.2601 0.1997
H 0.0142 -0.2509 -0.8232
H -0.5420 -0.8443 0.1969

Net charge = -1
Gap between HOMO and LUMO = 7.562 eV
Maximum force = 7.69 eV/Å